This record from the Open Molecules 2025 dataset describes a molecular structure, C6H10O. The level of theory is ωB97M-V with the def2-TZVPD basis set.

Last column: Mulliken charge in e.
Cartesian coordinates (Å):
C -0.25 -1.98 0.03  -0.600
C -0.74 -0.85 -0.62  -0.670
C -0.11 1.02 0.12  1.182
C 0.30 1.71 -1.16  -1.502
O -1.28 1.58 0.60  -0.513
C 0.84 0.58 1.02  -0.347
C 1.33 -0.46 1.55  -0.728
H -0.89 -2.50 0.75  0.332
H 0.69 -1.42 0.97  0.050
H 0.45 -2.63 -0.49  0.335
H -1.76 -0.53 -0.44  0.325
H -0.38 -0.66 -1.63  0.312
H 0.52 2.76 -0.96  0.356
H 1.18 1.23 -1.59  0.374
H -0.52 1.67 -1.88  0.377
H -1.46 1.20 1.47  0.380
H 2.09 -0.73 2.27  0.336

maximum force: 0.4 eV/Å
relative energy (zero: lowest compared OMol25 entry of this formula, charge and spin): 382.2 kJ/mol
LUMO: 0.87 eV
gap between HOMO and LUMO: 9.61 eV

---

This record from the Open Molecules 2025 dataset describes a single C6H10 molecule. The level of theory is ωB97M-V with the def2-TZVPD basis set.

Last column: Mulliken charge in e.
Cartesian coordinates (Å):
C -2.58 -0.91 -0.76  -0.792
C -1.54 -0.91 0.07  0.067
C -0.14 -1.29 -0.37  -0.897
C 0.77 -0.09 -0.44  -0.160
C 1.26 0.48 0.66  -0.074
C 1.90 1.85 0.71  -1.126
H -3.60 -0.70 -0.47  0.270
H -2.43 -1.01 -1.83  0.216
H -1.71 -0.68 1.12  0.310
H -0.28 -1.70 -1.37  0.364
H 0.24 -2.04 0.32  0.310
H 0.92 0.44 -1.37  0.311
H 1.17 -0.05 1.60  0.296
H 1.13 2.58 0.46  0.268
H 2.67 1.97 -0.05  0.319
H 2.25 2.07 1.71  0.320

maximum force: 0.9 eV/Å
SMILES: C=CC/C=C/C
relative energy (zero: lowest compared OMol25 entry of this formula, charge and spin): 117.1 kJ/mol
LUMO: 1.25 eV
gap between HOMO and LUMO: 10.33 eV

---

This record from the Open Molecules 2025 dataset describes a molecular structure, C95H75ClF5N8O7P2RbS3Se at a distorted geometry. The level of theory is ωB97M-V with the def2-TZVPD basis set.

Last column: Mulliken charge in e.
Cartesian coordinates (Å):
Rb -0.47 -1.02 0.57  1.010
C 2.37 -4.27 -2.37  -0.743
N 1.28 -3.40 -2.69  1.128
C 1.30 -2.05 -2.49  -0.897
N 0.11 -1.53 -2.69  -0.113
C -0.72 -2.57 -2.98  0.197
C 0.01 -3.75 -3.00  0.343
C -0.30 -5.11 -3.49  -1.237
C -0.20 -5.33 -4.87  -0.091
C -0.42 -6.58 -5.40  -0.727
C -0.74 -7.64 -4.56  -0.381
C -0.83 -7.43 -3.19  -0.882
C -0.61 -6.17 -2.65  -0.008
C -2.16 -2.39 -3.14  0.679
C -2.79 -1.35 -2.45  0.173
C -4.16 -1.22 -2.48  -0.270
C -4.93 -2.11 -3.21  -1.068
C -4.32 -3.13 -3.92  -0.946
C -2.95 -3.28 -3.88  -0.158
P 2.94 -1.28 -2.53  -0.536
C 3.47 -1.41 -0.81  -0.695
N 2.81 -1.20 0.30  0.997
C 3.51 -1.79 1.30  -0.515
C 4.67 -2.35 0.78  0.097
N 4.63 -2.10 -0.57  0.900
C 5.69 -2.38 -1.49  -1.339
C 5.78 -3.05 1.41  -0.463
C 6.47 -2.47 2.47  0.395
C 7.52 -3.13 3.07  -1.119
C 7.90 -4.39 2.63  -0.600
C 7.22 -4.98 1.58  -0.859
C 6.17 -4.31 0.97  -0.086
C 3.04 -1.87 2.68  1.821
C 3.42 -2.96 3.47  -0.327
C 3.00 -3.04 4.78  -1.138
C 2.20 -2.04 5.32  -0.971
C 1.80 -0.98 4.53  -1.223
C 2.21 -0.89 3.21  0.397
C 2.60 0.48 -2.86  -0.906
N 2.22 1.48 -2.12  0.803
C 2.37 2.62 -2.87  -0.277
C 2.89 2.27 -4.11  0.580
N 3.01 0.91 -4.10  0.418
C 3.46 0.07 -5.18  -1.033
C 3.50 3.11 -5.14  -0.330
C 3.13 3.07 -6.48  -0.014
C 3.78 3.86 -7.40  -0.865
C 4.81 4.70 -7.01  -0.418
C 5.19 4.75 -5.68  -0.808
C 4.54 3.96 -4.75  -0.061
C 2.02 3.94 -2.37  0.103
C 1.67 4.08 -1.03  0.345
C 1.45 5.34 -0.48  0.229
C 1.51 6.46 -1.28  -1.150
C 1.78 6.33 -2.63  -1.146
C 2.03 5.08 -3.18  -0.391
H 2.44 -4.34 -1.27  -0.015
H 3.29 -3.85 -2.79  0.327
H 2.17 -5.26 -2.79  0.384
H 0.06 -4.50 -5.51  0.420
H -0.32 -6.74 -6.46  0.371
H -0.91 -8.63 -4.98  0.361
H -1.05 -8.25 -2.54  0.444
H -0.62 -6.01 -1.58  0.696
H -2.18 -0.67 -1.88  0.171
H -4.62 -0.42 -1.92  0.649
H -6.01 -2.01 -3.22  0.463
H -4.92 -3.83 -4.49  0.377
H -2.48 -4.09 -4.42  0.430
H 6.65 -2.25 -0.98  0.392
H 5.63 -1.69 -2.33  0.415
H 5.64 -3.40 -1.88  0.286
H 6.18 -1.49 2.82  0.472
H 8.05 -2.67 3.89  0.457
H 8.73 -4.91 3.10  0.378
H 7.50 -5.96 1.23  0.429
H 5.63 -4.79 0.16  0.389
H 4.01 -3.76 3.05  0.602
H 3.29 -3.89 5.39  0.382
H 1.86 -2.12 6.34  0.312
H 1.16 -0.22 4.94  0.602
H 1.87 -0.08 2.60  -0.025
H 3.79 0.70 -6.01  0.578
H 2.66 -0.58 -5.51  0.161
H 4.30 -0.55 -4.85  0.283
H 2.31 2.44 -6.79  0.556
H 3.48 3.83 -8.44  0.384
H 5.33 5.31 -7.74  0.397
H 5.98 5.40 -5.36  0.417
H 4.82 3.98 -3.70  0.407
H 1.55 3.19 -0.43  0.536
H 1.20 5.44 0.56  0.337
H 1.31 7.44 -0.85  0.361
H 1.78 7.21 -3.27  0.430
H 2.19 5.01 -4.24  0.645
Cl -3.63 -2.00 0.60  0.243
C -4.50 -1.61 2.01  0.464
C -5.29 -2.57 2.64  -0.665
C -6.04 -2.22 3.75  -0.852
C -6.00 -0.92 4.23  -0.918
C -5.20 0.02 3.61  -0.374
C -4.44 -0.31 2.49  -0.296
P -3.43 0.92 1.56  1.730
C -3.12 2.00 3.02  0.411
C -2.01 1.64 3.78  -0.487
C -1.73 2.29 4.97  -0.668
C -2.55 3.32 5.41  -0.598
C -3.65 3.69 4.66  -0.930
C -3.93 3.03 3.47  -0.367
C -4.86 1.73 0.72  0.726
C -4.80 3.09 0.42  -0.538
C -5.79 3.69 -0.33  -1.122
C -6.86 2.95 -0.80  -0.785
C -6.92 1.59 -0.51  -0.513
C -5.93 0.99 0.24  -0.652
H -5.30 -3.58 2.26  0.559
H -6.67 -2.95 4.23  0.330
H -6.59 -0.64 5.09  0.357
H -5.18 1.03 3.99  0.459
H -1.37 0.82 3.45  0.113
H -0.87 2.00 5.56  0.456
H -2.34 3.82 6.35  0.372
H -4.30 4.49 5.00  0.386
H -4.80 3.32 2.90  0.495
H -3.96 3.67 0.76  0.553
H -5.72 4.75 -0.56  0.432
H -7.63 3.42 -1.39  0.358
H -7.75 1.00 -0.89  0.373
H -5.98 -0.07 0.43  0.448
O 1.63 -3.67 0.49  0.093
S 0.32 -4.25 0.77  1.917
O 0.19 -5.56 0.12  -0.996
O -0.79 -3.38 0.45  -0.547
C 0.42 -4.70 2.52  -0.206
C 1.17 -5.85 2.69  -1.214
C 1.39 -6.39 3.95  -0.692
C 0.83 -5.77 5.06  -0.774
C 0.08 -4.62 4.88  -0.628
C -0.11 -4.07 3.62  -0.867
S -1.09 -2.55 3.58  0.472
O -1.17 -2.14 4.99  -0.826
O -2.37 -2.97 3.04  -0.392
O -0.37 -1.57 2.79  0.533
H 1.55 -6.32 1.80  0.573
H 1.98 -7.29 4.06  0.364
H 0.97 -6.19 6.04  0.392
H -0.38 -4.11 5.71  0.642
N -1.82 1.95 -2.08  2.028
C -1.49 1.77 -3.37  -0.269
C -2.67 1.68 -4.06  -1.623
C -3.67 1.84 -3.09  -0.812
N -3.13 2.00 -1.89  0.290
H -1.19 2.16 -1.31  -0.853
H -0.47 1.72 -3.69  0.327
H -2.81 1.52 -5.12  0.442
H -4.73 1.84 -3.20  0.494
O 2.15 1.64 1.25  -1.140
S 3.54 1.94 0.94  0.707
C 4.54 1.38 2.43  -0.277
C 5.98 1.48 2.07  0.145
C 6.88 2.23 2.81  -0.465
C 8.21 2.30 2.43  -0.764
C 8.66 1.63 1.30  -0.652
C 7.75 0.91 0.54  -0.915
C 6.43 0.83 0.92  0.835
C 3.85 3.76 1.28  -1.525
C 3.09 4.34 2.43  0.901
C 1.73 4.10 2.57  0.516
C 1.01 4.66 3.61  -0.939
C 1.64 5.52 4.50  -0.751
C 2.99 5.78 4.36  -0.829
C 3.71 5.18 3.35  -0.536
H 4.22 0.36 2.60  -0.777
H 4.26 1.99 3.29  0.914
H 6.54 2.77 3.68  0.453
H 8.91 2.88 3.02  0.391
H 9.70 1.68 1.02  0.407
H 8.09 0.40 -0.35  0.431
H 5.72 0.29 0.32  0.408
H 3.54 4.25 0.35  0.326
H 4.93 3.87 1.39  0.728
H 1.21 3.45 1.89  0.475
H -0.04 4.44 3.69  0.589
H 1.07 5.99 5.29  0.463
H 3.48 6.47 5.04  0.347
H 4.77 5.40 3.25  0.428
F -2.34 9.07 -2.97  -0.356
C -2.14 7.97 -2.21  0.727
C -2.42 8.00 -0.84  0.237
F -2.90 9.14 -0.29  -0.371
C -2.21 6.87 -0.07  -0.046
F -2.49 6.95 1.25  -0.350
C -1.72 5.66 -0.60  0.644
Se -1.42 4.21 0.50  0.075
C -1.46 5.68 -1.98  -0.560
F -0.98 4.57 -2.57  -0.073
C -1.66 6.79 -2.77  -0.284
F -1.38 6.76 -4.09  -0.392

maximum force: 4.1 eV/Å
charge: -2
LUMO: 2.99 eV
gap between HOMO and LUMO: 5.32 eV

---

This record from the Open Molecules 2025 dataset describes 11 unconnected molecules or ions with the total composition C22H66O11S11 at a distorted geometry. The level of theory is ωB97M-V with the def2-TZVPD basis set.

Last column: Mulliken charge in e.
Cartesian coordinates (Å):
C -2.02 -2.88 0.64  -0.460
S -3.56 -3.84 0.24  0.643
O -3.19 -5.06 -0.63  -0.692
C -3.74 -4.57 1.93  -0.562
H -2.17 -2.03 1.30  0.074
H -1.72 -2.53 -0.35  -0.110
H -1.24 -3.51 1.05  0.463
H -4.37 -4.00 2.61  0.075
H -2.75 -4.69 2.37  0.086
H -4.28 -5.50 1.74  0.414
C -3.49 3.75 0.60  -0.758
S -4.27 2.54 1.82  0.807
O -3.27 2.28 2.93  -0.688
C -5.54 3.71 2.45  -1.279
H -4.22 4.31 0.02  0.495
H -2.83 3.24 -0.11  -0.335
H -2.89 4.55 1.04  0.585
H -6.16 3.32 3.26  0.351
H -6.26 4.20 1.79  0.399
H -5.02 4.60 2.82  0.410
C -3.99 -2.36 5.22  -1.114
S -2.24 -2.19 4.78  1.000
O -1.63 -2.79 6.04  -0.728
C -2.17 -0.35 4.95  -1.198
H -4.44 -1.50 5.72  0.353
H -4.15 -3.24 5.85  0.401
H -4.61 -2.63 4.36  0.172
H -2.78 0.29 4.30  0.351
H -1.12 -0.07 4.91  0.306
H -2.56 -0.09 5.93  0.479
C 1.41 -2.42 4.10  -0.650
S 2.15 -4.08 4.25  0.370
O 2.59 -4.36 5.70  -0.648
C 0.60 -4.99 3.95  -0.394
H 0.90 -2.28 3.15  -0.071
H 2.10 -1.57 4.15  0.475
H 0.79 -2.26 4.98  0.393
H 0.08 -5.03 4.91  0.349
H 0.86 -6.03 3.75  0.427
H -0.05 -4.58 3.17  -0.248
C 6.48 1.99 -1.06  -0.414
S 7.26 1.60 -2.72  0.481
O 8.73 1.24 -2.73  -0.632
C 6.49 -0.07 -2.94  -0.800
H 5.46 1.63 -1.05  -0.212
H 6.43 3.07 -0.87  0.334
H 7.03 1.60 -0.21  0.383
H 6.80 -0.71 -2.10  0.269
H 6.80 -0.65 -3.80  0.464
H 5.41 -0.09 -3.08  0.137
C -6.24 -0.81 0.64  -0.688
S -5.29 -1.02 -0.89  0.535
O -6.01 -0.41 -2.09  -0.662
C -3.92 0.06 -0.49  -0.612
H -7.06 -1.50 0.52  0.413
H -6.49 0.24 0.78  0.254
H -5.61 -1.03 1.51  0.073
H -3.65 -0.09 0.55  0.035
H -4.00 1.12 -0.71  0.609
H -3.14 -0.35 -1.13  0.052
C -2.49 4.46 -3.37  -1.021
S -1.12 3.34 -2.74  0.599
O -1.75 1.98 -2.39  -0.520
C -0.35 3.07 -4.48  -1.119
H -2.09 5.21 -4.05  0.383
H -3.11 4.91 -2.58  0.267
H -3.03 3.71 -3.95  0.339
H -0.11 4.03 -4.94  0.444
H -1.04 2.54 -5.13  0.429
H 0.61 2.56 -4.40  0.262
C 2.34 -4.04 0.50  -0.448
S 3.99 -4.32 -0.32  0.385
O 3.68 -4.40 -1.80  -0.620
C 4.65 -2.63 -0.10  -0.561
H 2.57 -3.67 1.50  0.192
H 1.80 -4.98 0.58  0.458
H 1.77 -3.32 -0.09  -0.046
H 5.27 -2.47 0.79  0.470
H 3.97 -1.81 -0.28  -0.093
H 5.32 -2.62 -0.96  0.262
C 3.23 4.62 -2.11  -0.562
S 2.77 5.00 -3.82  0.599
O 1.71 6.08 -3.71  -0.636
C 4.37 5.77 -4.41  -1.070
H 2.50 4.16 -1.45  0.170
H 3.47 5.61 -1.72  0.363
H 4.19 4.11 -2.13  0.085
H 4.09 6.26 -5.34  0.363
H 5.14 5.07 -4.74  0.366
H 4.71 6.62 -3.82  0.323
C 2.83 -1.66 -3.64  -0.635
S 1.12 -1.23 -4.25  0.465
O 0.45 -2.38 -5.03  -0.668
C 0.24 -1.19 -2.58  -0.105
H 3.21 -0.95 -2.91  -0.034
H 3.49 -1.89 -4.48  0.476
H 2.79 -2.57 -3.03  0.300
H 1.05 -1.15 -1.85  -0.340
H -0.30 -2.13 -2.43  0.435
H -0.36 -0.28 -2.54  0.071
C -0.86 1.19 0.97  -0.513
S 0.71 0.31 1.29  0.435
O 0.49 -1.16 0.98  -0.253
C 1.64 1.06 -0.13  -1.179
H -1.53 0.86 1.77  0.032
H -1.31 0.94 0.01  -0.024
H -0.60 2.25 0.90  0.506
H 1.74 2.14 -0.05  0.461
H 1.21 0.91 -1.12  0.115
H 2.70 0.86 -0.21  0.429

maximum force: 2.8 eV/Å
relative energy (zero: lowest compared OMol25 entry of this formula, charge and spin): 437.1 kJ/mol
LUMO: -0.35 eV
gap between HOMO and LUMO: 8.32 eV

---

Calculated M, 98.14, 82.15, 1893.71, 859.50 g mol⁻¹ (same order as the records).